1.
Entry from the OMol25 dataset: a 6-piece molecular cluster, C20H25N7O overall (ωB97M-V/def2-TZVPD).

Maximum force, eV/A: 1.52
E_LUMO, eV: 0.257
2S+1: 1
Total charge: 0
E, Eh: -1235.57853
Frontier orbital gap, eV: 8.94
SMILES: OCCc1ccc2nccnc2c1.CC#N.CC#N.CC#N.CC#N.CC#N
ΔE to the lowest compared entry with this formula, charge and spin, kcal/mol: 7.44

Atoms and positions in Å:
O 5.823 -0.437 2.409
C 5.813 0.942 2.770
C 5.104 1.764 1.651
C 3.606 1.670 1.912
C 2.960 2.769 2.580
C 1.637 2.662 2.829
C 0.882 1.513 2.469
N -0.445 1.489 2.802
C -1.062 0.398 2.420
C -0.407 -0.649 1.714
N 0.864 -0.686 1.391
C 1.505 0.450 1.805
C 2.899 0.575 1.538
H 5.020 -0.836 2.761
H 6.814 1.332 2.991
H 5.204 1.053 3.683
H 5.347 1.388 0.649
H 5.421 2.816 1.672
H 3.549 3.635 2.879
H 1.111 3.464 3.351
H -2.124 0.310 2.648
H -1.018 -1.503 1.411
H 3.444 -0.217 1.019
C -1.969 -0.334 -2.422
C -2.791 -0.779 -1.306
N -3.441 -1.131 -0.428
H -2.527 -0.344 -3.357
H -1.607 0.682 -2.271
H -1.097 -0.975 -2.554
C -3.415 -4.510 2.213
C -3.089 -3.231 2.825
N -2.833 -2.220 3.301
H -3.803 -5.213 2.950
H -4.170 -4.393 1.437
H -2.536 -4.963 1.755
C -5.487 0.009 -5.029
C -4.135 0.525 -5.194
N -3.069 0.933 -5.323
H -5.519 -0.789 -4.288
H -6.173 0.786 -4.699
H -5.875 -0.394 -5.963
C 8.796 2.555 -0.449
C 7.808 3.544 -0.038
N 7.029 4.321 0.287
H 8.584 2.180 -1.449
H 9.798 2.981 -0.460
H 8.805 1.702 0.229
C -8.189 -2.934 -3.387
C -8.239 -1.537 -3.792
N -8.279 -0.434 -4.108
H -7.373 -3.460 -3.882
H -8.038 -3.027 -2.312
H -9.115 -3.450 -3.638

---

2.
Entry from the OMol25 dataset: C10H17CdNO2 as an isolated structure (ωB97M-V/def2-TZVPD).

Maximum force, eV/A: 4.07
E_LUMO (spin up / spin down), eV: -0.232 / -0.112
2S+1: 1
Total charge: 0
E, Eh: -763.98622
Frontier orbital gap (spin up / spin down), eV: 7.21 / 5.68
ΔE to the lowest compared entry with this formula, charge and spin, kcal/mol: 26.67

Atoms and positions in Å:
C 1.451 -1.392 1.384
C 0.903 1.621 0.129
C 1.628 -0.746 0.056
H 0.621 -2.116 1.336
C 1.194 1.357 -1.251
H 0.542 2.673 0.248
H 2.571 -0.174 0.077
H 1.332 2.283 -1.825
C 1.461 -1.238 -1.303
H 0.510 -1.771 -1.492
H 2.286 -1.942 -1.561
C 0.980 -0.117 2.179
H 1.340 -0.149 3.214
H -0.122 -0.092 2.225
C 1.470 1.208 1.499
H 2.571 1.245 1.477
H 1.175 2.027 2.166
C 1.591 0.114 -2.111
H 2.635 0.207 -2.460
H 0.943 0.062 -3.003
Cd -0.811 1.019 -0.788
H 2.279 -1.927 1.856
N -2.748 0.068 -1.356
C -3.352 -0.713 -0.270
C -3.136 0.066 1.029
O -4.015 -0.047 1.881
O -2.045 0.748 1.096
H -3.398 0.803 -1.636
H -2.619 -0.513 -2.181
H -4.414 -0.896 -0.448
H -2.826 -1.666 -0.167

---

3.
Entry from the OMol25 dataset: C2H5N3O in the gas phase (ωB97M-V/def2-TZVPD).

Maximum force, eV/A: 7.82
E_LUMO, eV: 0.553
2S+1: 1
Total charge: 0
E, Eh: -318.58698
Frontier orbital gap, eV: 8.84
SMILES: N/N=C\NC=O
ΔE to the lowest compared entry with this formula, charge and spin, kcal/mol: 102.60

Atoms and positions in Å:
C 0.569 -0.527 0.340
C -0.683 -0.700 -1.836
H 0.932 1.597 2.171
H -0.759 0.901 2.018
H 1.211 -1.351 0.260
H -0.390 0.804 -0.841
H -1.445 -0.086 -2.255
N 0.227 1.174 1.591
N 1.103 0.219 1.268
N -0.445 -0.310 -0.498
O -0.319 -1.722 -2.218